Entry 1:
C6H16N2O | wB97M-V/def2-TZVPD

The LUMO energy comes out at 0.884 eV. As for the total energy: -11506.198 eV. The gap between HOMO and LUMO is 8.66 eV. As for the highest occupied orbital energy: -7.7754 eV.

The geometry in ORCA input format:
```
! wB97M-V def2-TZVPD RIJCOSX def2/J DEFGRID3
* xyz 0 1
C 2.51321 -0.51823 1.47208
C 2.92080 0.01193 0.02013
N 1.97035 -0.30849 -1.05318
C 0.66896 0.20472 -1.05639
C -0.56880 -0.37247 -1.39477
C -1.66168 0.44390 -1.70157
C -2.42198 0.79307 -0.36042
N -3.35699 -0.26851 0.04407
H 3.25683 -0.12865 2.14979
H 2.54503 -1.61781 1.54109
H 1.56338 -0.17549 1.86592
H 3.90396 -0.55984 -0.21215
H 3.24214 1.23482 0.09671
H 2.09261 -1.28373 -1.30504
H 0.80740 1.27520 -0.49863
H -0.56543 -1.41495 -1.58231
H -1.50260 1.40867 -2.26821
H -2.35951 0.13917 -2.44527
H -1.75772 1.04299 0.51565
H -3.12350 1.58765 -0.53741
H -3.77254 -0.70371 -0.72669
H -2.82437 -0.91978 0.49890
O -0.39045 0.19294 2.65197
H -0.17197 0.42061 1.70178
H -1.00710 -0.48402 2.58392
*
```

Here are the natural (NBO) charges for atoms 1 to 2, given in e: -0.64 -0.21


Entry 2:
C6H16N2O | wB97M-V/def2-TZVPD

The LUMO energy comes out at 0.622 eV. As for the total energy: -11504.729 eV. The gap between HOMO and LUMO is 8.56 eV. As for the highest occupied orbital energy: -7.9387 eV.

The geometry in ORCA input format:
```
! wB97M-V def2-TZVPD RIJCOSX def2/J DEFGRID3
* xyz 0 1
C -1.08455 -0.58058 -0.40122
C -2.45900 -1.19173 -0.08592
C -1.30496 0.43655 -1.53123
C -0.15680 -1.70268 -0.86272
N -0.65899 -0.09262 1.38638
O -0.26594 -1.01714 2.02583
H -1.97560 1.24354 -1.21950
H 0.09013 -2.37918 -0.03639
H -3.16525 -0.43923 0.27775
H -2.39589 -1.98780 0.66197
H -2.91947 -1.65508 -0.96792
H -0.36707 0.87125 -1.89076
H -1.74869 -0.03329 -2.41858
H 0.78178 -1.29806 -1.25547
H -0.59110 -2.29768 -1.67573
C 1.29994 2.32777 0.84825
C 2.55347 0.22301 0.89517
N 1.30433 0.89924 0.66083
H 0.50533 0.41858 -0.02086
H 1.72872 2.61781 1.81617
H 2.35074 -0.82454 1.14605
H 0.27406 2.70367 0.82473
H 1.88706 2.82303 0.06656
H 3.20645 0.28826 0.01820
H 3.11130 0.64689 1.73842
*
```

Here are the natural (NBO) charges for atoms 1 to 2, given in e: -0.02 -0.63